(1)
# C7H7F4NO6P2

The molecule C7H7F4NO6P2 (ωB97M-V with the def2-TZVPD basis set, the Open Molecules 2025 dataset).

```
27
Properties=species:S:1:pos:R:3:forces:R:3:lowdin_charge:R:1
O 3.124857 1.091903 2.563059 -1.552 0.512 -1.562 -0.326
P 1.625254 1.301141 2.420834 5.710 -2.704 2.741 0.610
O 1.084201 -0.240738 2.596250 -0.975 1.540 -0.158 -0.141
O 1.334518 2.264769 3.662934 -2.864 0.348 -1.779 -0.097
C 0.968495 1.855869 0.782368 0.868 0.449 0.429 -0.473
F -0.285575 2.283799 1.070049 -0.192 0.136 -0.853 0.083
F 1.725884 2.888846 0.288225 -0.650 -0.376 0.607 0.085
C 1.051811 0.702444 -0.199525 -2.304 -0.372 1.117 -0.217
C 2.106006 0.440547 -1.004262 0.440 1.726 0.439 -0.003
C 2.019233 -0.532650 -1.954046 -0.401 -0.681 0.107 -0.045
C 0.888872 -1.312054 -2.007096 -1.312 -0.895 1.117 0.052
C -0.199496 -1.041662 -1.019120 1.442 0.550 -2.963 -0.114
C -1.574004 -1.821041 -1.151084 1.489 -0.670 -1.356 -0.375
F -1.460066 -2.789543 -0.257025 -0.623 -0.949 1.438 0.086
F -1.613640 -2.608635 -2.400507 -0.170 2.553 2.138 -0.009
P -3.118351 -0.714924 -0.861587 -0.305 3.466 -7.125 0.471
O -3.351673 0.388680 -1.933992 1.632 -2.901 1.902 -0.327
O -3.033080 0.067576 0.438709 1.564 0.664 2.671 -0.088
O -4.383414 -1.616065 -0.952806 0.308 -1.468 1.454 -0.070
N -0.078246 -0.029121 -0.161042 -0.617 -1.041 -1.347 0.162
H 1.893453 -0.744512 2.797022 -0.154 0.274 -0.059 0.089
H 1.894302 2.002660 4.381241 0.814 -0.282 0.612 0.077
H 2.939600 1.105490 -0.945580 0.555 0.175 -0.024 0.129
H 2.866856 -0.631498 -2.598475 0.123 -0.482 -0.503 0.117
H 0.933738 -2.177942 -2.705079 -0.822 0.840 0.619 0.130
H -2.349450 0.765541 0.216309 -0.758 -0.528 0.787 0.106
H -5.010084 -0.898877 -1.065772 -1.245 0.116 -0.448 0.087
```
Forces are in eV/Å.

Properties
multiplicity: 1
structure (SMILES): O=P(O)(O)C(F)(F)c1cccc(C(F)(F)P(=O)(O)O)n1
total charge: 0
E_HOMO: -10.358 eV
gap between HOMO and LUMO: 9.8639 eV

***

(2)
# C7H7FN4

The molecule C7H7FN4 (ωB97M-V with the def2-TZVPD basis set, the Open Molecules 2025 dataset).

```
19
Properties=species:S:1:pos:R:3:forces:R:3:lowdin_charge:R:1
C -3.863810 -0.918681 -0.048829 -0.707 0.731 0.228 -0.042
C -3.568879 0.514346 -0.062665 -1.525 -0.251 -1.107 -0.134
C -2.611604 -1.431931 0.114427 -0.729 -3.853 -0.286 -0.095
C 2.456073 -1.153230 -0.309680 -0.175 -1.717 -0.664 0.054
C 2.517890 0.259463 -0.114508 -0.821 0.790 2.171 -0.340
C -0.404615 -0.516834 0.263833 3.142 -2.881 0.056 -0.031
C 3.836476 0.986666 0.009585 -2.730 -1.265 1.063 -0.008
N -2.302490 0.750269 -0.032502 -0.598 1.877 -0.408 0.058
N 1.460579 1.039286 -0.013835 2.301 -1.196 -0.116 0.104
N 0.199476 0.589816 -0.013419 0.352 1.674 0.354 -0.032
N -1.706216 -0.421083 0.047421 -0.890 -1.149 0.870 -0.193
F 3.389047 -1.922405 0.321332 -1.060 1.838 -0.336 -0.007
H -4.872949 -1.448817 -0.138670 1.917 0.951 0.268 0.123
H -4.193805 1.378361 -0.283689 -0.261 -0.445 0.468 0.108
H -2.341564 -2.569633 0.174919 -0.124 2.730 -0.054 0.163
H 4.240473 1.027714 0.975531 0.363 -0.230 1.494 0.080
H 4.436807 0.498485 -0.615114 3.155 -1.729 -2.419 0.034
H 3.665029 1.921233 -0.336800 -0.333 3.084 -1.022 0.050
H -0.335913 1.416984 0.062661 -1.278 1.043 -0.558 0.109
```
Forces are in eV/Å.

Properties
multiplicity: 1
total charge: 0
E_HOMO (alpha / beta): -8.531 / -8.582 eV
gap between HOMO and LUMO (alpha / beta): 7.5063 / 7.4731 eV

***

(3)
# C7H7IrO6

A structure of composition C7H7IrO6 (ωB97M-V with the def2-TZVPD basis set, the Open Molecules 2025 dataset).

```
21
Properties=species:S:1:pos:R:3:forces:R:3:lowdin_charge:R:1
O -0.301203 3.318862 -1.661358 2.421 -4.392 -0.051 0.213
C 0.250599 2.299501 -1.381325 -3.992 6.911 1.024 -0.301
Ir 1.362603 0.735395 -1.800600 -0.408 0.316 1.689 1.491
O -0.836508 -0.183012 -3.691398 4.340 2.318 4.590 0.277
C -0.012062 0.203057 -2.936519 -6.261 -3.898 -8.112 -0.199
C 1.988756 -0.801417 -0.869842 2.855 -5.640 2.018 -0.200
O 2.482060 -1.809146 -0.594682 -1.839 3.557 -0.682 0.271
C -0.086441 2.450507 0.656587 1.460 -4.614 5.476 0.052
O 0.350529 1.487824 1.300728 -1.577 3.877 -3.534 0.075
C 2.804578 1.880147 -2.162633 8.249 4.429 -3.506 -0.163
O 3.756463 2.498856 -2.450346 -5.033 -2.910 1.811 0.305
H -0.711047 3.167841 1.279411 0.238 0.420 -1.159 0.191
C -0.577223 -2.310215 2.082196 -0.387 0.781 0.029 0.011
C -1.662113 -1.365798 1.610369 2.607 -2.452 -1.925 -0.108
O -1.432353 -1.042417 0.224500 1.370 -1.123 3.007 0.193
H -0.637410 -3.251741 1.527617 -0.055 -0.128 -0.125 0.132
H -0.690107 -2.527789 3.142417 -0.033 0.078 0.058 0.125
H 0.409236 -1.876599 1.904725 0.166 -0.111 0.109 0.098
H -2.643147 -1.847274 1.709298 -1.075 0.490 0.058 0.207
H -1.639211 -0.441570 2.205636 -0.558 0.866 0.330 0.206
H -2.175999 -0.585012 -0.094779 -2.487 1.225 -1.106 0.124
```
Forces are in eV/Å.

Properties
multiplicity: 6
total charge: +3
E_HOMO (alpha / beta): -20.876 / -24.046 eV
gap between HOMO and LUMO (alpha / beta): 8.4235 / 7.0832 eV

***

Going through the records in order, we get total energy values of -50597.405; -16042.598; -22452.710 eV.